69
Properties=species:S:1:pos:R:3:forces:R:3 method="wB97M-V/def2-TZVPD" total_charge=+4 s2=6.015 spin_multiplicity=5 orbital_gap_ev="7.12 / 4.30"
P 3.596029 -0.505655 0.010471 -0.33 -0.44 -2.09
C 3.798332 -0.582670 1.764851 0.22 0.18 0.83
H 4.868564 -0.694510 2.036369 -0.44 0.08 -0.24
H 3.237031 -1.440438 2.165608 0.14 0.22 -0.28
H 3.406484 0.345453 2.222966 0.25 -0.34 -0.20
C 3.263535 -2.088324 -0.808465 -0.04 -0.54 0.21
H 3.240624 -1.971917 -1.911138 0.21 0.12 0.65
H 2.280030 -2.468656 -0.465304 0.54 0.15 0.00
H 4.043336 -2.838593 -0.550716 -0.41 0.46 -0.13
C 4.819157 0.392759 -0.990784 0.28 0.82 0.24
H 5.777568 -0.159630 -1.067830 -0.52 0.05 0.20
H 5.040196 1.380761 -0.524287 -0.13 -0.63 -0.27
H 4.454001 0.578336 -2.025350 0.04 -0.27 0.73
P -0.902430 3.026328 -1.133108 -0.53 0.74 -1.63
C -0.793675 3.341234 0.658670 0.10 -0.37 0.33
H -1.274762 4.307310 0.949295 0.27 -0.67 -0.54
H 0.267245 3.367267 0.953285 -0.44 0.01 -0.03
H -1.300143 2.507378 1.182134 0.29 0.52 -0.14
C 0.095417 4.316837 -1.998337 0.31 -0.14 0.04
H 0.026487 4.184704 -3.103423 0.00 0.10 0.81
H 1.152840 4.182172 -1.681324 -0.57 0.20 -0.28
H -0.222644 5.351849 -1.740489 0.08 -0.73 -0.06
C -2.656768 3.339819 -1.616080 -0.10 -0.30 0.06
H -2.942751 4.414051 -1.524400 0.34 -0.74 0.01
H -3.292312 2.731973 -0.935524 0.23 0.43 -0.48
H -2.822181 3.001745 -2.664417 0.06 0.32 0.72
P -2.712986 -2.407185 -0.058984 0.56 -0.30 -1.53
C -3.247105 -2.310285 1.628842 -0.41 -0.01 0.81
H -3.862460 -3.188029 1.922925 0.30 0.34 -0.37
H -3.850811 -1.403111 1.792817 0.08 -0.28 -0.22
H -2.384723 -2.260142 2.309680 -0.08 -0.11 -0.35
C -3.977589 -2.557748 -1.346732 -0.83 0.34 -0.14
H -4.488652 -3.548743 -1.336344 0.47 0.52 0.21
H -3.538774 -2.421010 -2.359191 -0.09 -0.14 0.72
H -4.763295 -1.781312 -1.212455 0.44 -0.47 -0.02
C -1.393972 -3.571501 -0.436531 0.39 -0.20 0.32
H -1.751967 -4.600540 -0.235760 0.16 0.42 -0.11
H -0.526541 -3.336159 0.216818 -0.55 -0.27 -0.35
H -1.087618 -3.495238 -1.502301 -0.40 -0.04 0.62
Pt -0.325952 0.806971 -2.468530 -0.76 3.68 7.86
C 1.834721 0.405341 -0.478566 -0.18 2.09 3.68
O 1.390771 1.128769 0.377531 1.07 -2.18 -2.92
C -1.814207 -0.636522 -0.576555 -1.60 1.50 3.61
O -2.031020 0.215728 0.246921 0.90 -2.07 -2.67
C -1.465284 0.124405 -4.206904 -0.62 -1.52 0.11
C -0.843239 -0.972053 -3.421886 0.18 -0.40 -2.82
C 0.588541 -1.035997 -3.293949 -0.56 -0.40 -0.54
C 1.320991 0.118601 -3.711608 1.66 -1.27 -0.83
C 0.705192 1.241248 -4.287352 1.86 1.75 -1.70
C -0.680356 1.274394 -4.443064 -1.75 1.04 -3.61
H -2.543612 0.129769 -4.518225 1.05 -0.10 0.77
H -1.460074 -1.777614 -3.053504 0.00 0.01 -0.09
H 1.078515 -1.902639 -2.806353 -0.40 0.79 -0.34
H 2.421045 0.152144 -3.612906 -0.75 -0.09 0.19
H 1.303685 2.148394 -4.602953 -0.63 -1.25 0.57
H -1.173272 2.165858 -4.915125 0.57 -0.91 0.57
N 0.459101 -1.965736 1.568303 -0.13 1.82 2.13
C 0.364916 -1.364853 2.579793 0.15 -1.35 -1.94
C 0.254118 -0.724440 3.856654 0.01 0.35 0.49
C -0.980578 -0.227874 4.314001 -0.16 -0.05 0.18
C -1.106723 0.246653 5.625392 0.15 -0.12 -0.49
C 0.014750 0.275507 6.465201 -0.01 -0.05 -0.15
C 1.261698 -0.160812 5.998253 -0.16 -0.09 -0.39
C 1.379459 -0.657104 4.694186 0.22 0.01 0.35
H -1.837728 -0.234081 3.634154 0.19 -0.02 0.35
H -2.082642 0.582541 5.985158 0.41 -0.07 -0.11
H -0.089489 0.646501 7.488359 0.07 -0.16 -0.36
H 2.135626 -0.136543 6.652727 -0.31 0.02 -0.24
H 2.348361 -1.005161 4.325383 -0.35 0.00 0.28



59
Properties=species:S:1:pos:R:3:forces:R:3 method="wB97M-V/def2-TZVPD" total_charge=0 orbital_gap_ev="4.97 / 4.96"
Pd -0.615043 -0.085849 0.401894 -0.14 -0.93 -1.12
C -2.737744 -2.097503 5.630037 -0.01 0.07 -0.04
O -3.661226 -3.027958 5.094225 0.03 -0.08 -0.06
C -3.184285 -3.918014 4.180573 -0.05 0.10 0.06
C -1.865107 -3.951163 3.737016 0.06 -0.09 -0.09
C -1.484567 -4.876445 2.775277 0.12 -0.13 0.48
C -2.399186 -5.785598 2.259681 -0.23 -0.18 0.17
C -3.698540 -5.780301 2.754634 -0.03 0.00 -0.08
C -4.097282 -4.844519 3.689226 -0.10 0.00 -0.01
N -2.060636 -6.825988 1.320329 0.19 0.02 0.73
N -1.205391 -6.630474 0.444104 -0.31 0.34 -0.65
C -0.775926 -5.303729 0.143627 0.31 -0.11 -0.39
C 0.561605 -5.130499 -0.129216 0.20 0.11 0.21
C 1.143960 -3.870115 -0.297189 0.10 -0.20 -0.09
C 0.370485 -2.713144 -0.271421 0.11 0.38 -0.13
O 0.827566 -1.523938 -0.468962 0.07 0.03 -0.10
C -1.039986 -2.902173 -0.059760 -0.14 -0.04 -0.04
N -1.791633 -1.760405 -0.023218 0.48 0.05 0.81
C -3.098648 -1.829174 0.057974 -0.07 0.12 0.01
C -3.769837 -3.060479 0.055605 0.00 -0.02 -0.10
C -3.042014 -4.216300 0.071369 -0.02 0.05 -0.14
C -1.626943 -4.171153 0.073995 -0.23 0.03 -0.32
H -3.301868 -1.472409 6.316685 -0.02 -0.01 0.03
H -2.301573 -1.472174 4.845420 -0.02 -0.03 0.02
H -1.937204 -2.602843 6.176402 0.01 -0.01 0.01
H -1.128303 -3.261265 4.121548 0.00 -0.02 0.00
H -0.454445 -4.898740 2.444417 -0.04 0.07 0.09
H -4.403697 -6.507285 2.369289 0.01 -0.03 0.05
H -5.115121 -4.814488 4.056438 0.02 -0.02 0.01
H 1.184428 -6.018334 -0.134009 0.02 0.03 -0.02
H 2.206160 -3.762088 -0.472055 -0.01 -0.07 -0.03
H -3.640004 -0.892002 0.108379 0.02 0.01 0.10
H -4.850628 -3.080214 0.049628 0.01 0.02 0.01
H -3.548475 -5.172186 0.051569 0.03 0.04 0.02
Se -0.264065 -0.482091 2.950792 -0.19 0.24 -0.38
P -0.768187 1.540253 2.391489 -0.39 0.69 0.69
Se 0.334381 2.157024 0.610334 0.02 -0.58 0.36
C -2.572875 1.645782 2.157055 0.00 0.04 -0.03
C -3.388213 1.440796 3.270978 0.05 -0.03 -0.07
C -4.764877 1.423739 3.128761 0.01 0.01 0.00
C -5.339116 1.633275 1.879012 -0.01 -0.02 0.04
C -4.533340 1.853926 0.774148 0.05 0.00 -0.01
C -3.148431 1.849814 0.908844 -0.08 0.13 0.03
C -0.473275 2.724402 3.734248 0.18 0.11 -0.09
C -0.898437 4.042044 3.554177 0.01 -0.07 0.08
C -0.568788 5.004956 4.492756 -0.01 -0.03 -0.03
C 0.184242 4.655989 5.609158 -0.02 0.03 -0.01
C 0.591401 3.344927 5.795154 0.00 -0.04 0.01
C 0.267769 2.376063 4.852910 -0.06 -0.01 0.04
H -2.935404 1.283140 4.242842 -0.03 0.00 0.02
H -5.392522 1.250760 3.993158 0.00 0.01 0.00
H -6.416262 1.629520 1.771833 0.01 0.00 0.01
H -4.978421 2.041346 -0.194758 0.01 -0.03 0.00
H -2.522141 2.037222 0.046078 0.04 0.01 -0.02
H -1.485696 4.306609 2.681814 0.03 0.03 -0.01
H -0.888991 6.028715 4.350026 -0.01 0.00 0.01
H 0.456631 5.413390 6.333068 -0.02 -0.01 0.00
H 1.171742 3.075356 6.667814 0.00 0.00 0.00
H 0.584979 1.348088 4.985902 0.07 0.03 -0.02



Molar mass for the records above, in order: 660.6; 727.8 g mol⁻¹